No. 1
{
  "formula": "C23H68F3N2O19P2S2",
  "method": "ωB97M-V/def2-TZVPD",
  "species": ["C", "C", "P", "C", "C", "C", "N", "O", "C", "C", "C", "O", "O", "P", "N", "O", "C", "C", "S", "S", "O", "O", "C", "F", "F", "F", "O", "H", "H", "H", "H", "H", "H", "H", "H", "H", "H", "H", "H", "H", "H", "H", "H", "H", "H", "H", "H", "C", "O", "H", "H", "H", "H", "C", "O", "H", "H", "H", "H", "C", "O", "H", "H", "H", "H", "C", "O", "H", "H", "H", "H", "C", "O", "H", "H", "H", "H", "C", "O", "H", "H", "H", "H", "C", "O", "H", "H", "H", "H", "C", "O", "H", "H", "H", "H", "C", "O", "H", "H", "H", "H", "C", "O", "H", "H", "H", "H", "C", "O", "H", "H", "H", "H", "C", "O", "H", "H", "H", "H"],
  "xyz": [[-0.878305, 0.568316, -0.934056], [-0.538219, -0.068078, 0.212415], [0.251887, 0.678848, 1.807868], [-1.061616, -0.098321, 2.942061], [-2.549641, 0.216192, 2.656214], [-3.214488, 1.043102, 3.738813], [-3.637683, 2.342814, 3.402241], [-3.424297, 0.602861, 4.851195], [1.444074, 1.202486, 3.245765], [0.856046, 2.134734, 4.329149], [1.417532, 3.523240, 4.186646], [2.612003, 3.719720, 4.248150], [0.561617, 4.555225, 4.023028], [-0.703807, 2.759068, 1.550790], [0.235141, 3.809950, 0.800183], [1.472638, 1.270358, 0.720446], [2.308255, 0.289989, 0.178877], [2.193381, -0.996395, 1.091114], [3.828877, -1.103065, 1.992175], [2.205148, -2.495412, -0.069030], [2.952148, -3.572142, 0.528710], [0.892464, -2.933451, -0.465219], [3.140663, -2.088578, -1.628302], [3.479600, -3.210219, -2.266127], [2.414609, -1.340778, -2.465795], [4.282491, -1.457505, -1.332948], [1.149682, -0.960502, 1.871064], [-1.607612, 1.370773, -0.980150], [-0.448421, 0.248914, -1.884749], [-0.702664, -1.142044, 0.251731], [-0.951647, -1.170253, 2.792198], [-0.892445, 0.066768, 4.005115], [-3.084446, -0.734261, 2.696087], [-2.745861, 0.625881, 1.665281], [-3.120815, 3.045490, 3.912051], [-3.577593, 2.491815, 2.405459], [1.709101, 0.277008, 3.748842], [2.356464, 1.594458, 2.821897], [1.213931, 1.782554, 5.295307], [-0.229299, 2.102577, 4.388151], [1.082762, 5.243095, 3.580691], [-1.868236, 2.577530, 0.751066], [-1.175963, 3.252111, 2.783114], [0.362475, 4.627261, 1.388804], [1.941544, 0.166745, -0.848633], [3.308647, 0.701542, 0.060610], [4.624209, -0.358245, 1.215715], [5.338697, -6.550689, -2.289778], [5.153192, -5.546696, -3.281248], [5.436908, -7.509150, -2.795662], [6.246762, -6.362255, -1.712349], [4.476337, -6.581988, -1.617556], [5.068133, -4.707130, -2.822223], [-6.167400, 1.726140, 7.324457], [-5.860170, 0.620926, 6.494551], [-6.897949, 1.401667, 8.063640], [-5.272623, 2.084388, 7.844374], [-6.595616, 2.547568, 6.740788], [-5.207387, 0.917251, 5.844388], [-0.773637, -1.527053, 6.519400], [-0.717660, -0.123069, 6.305575], [-0.117578, -2.000272, 5.792346], [-0.431951, -1.781499, 7.527319], [-1.792469, -1.897115, 6.375596], [-1.303511, 0.291191, 6.943876], [3.855010, 2.169667, -2.564074], [2.633182, 1.504575, -2.860925], [3.612491, 3.148801, -2.158249], [4.431717, 1.610378, -1.820974], [4.458446, 2.294988, -3.468538], [2.854200, 0.641891, -3.216020], [0.775450, 4.255040, -3.988020], [0.102942, 4.327313, -2.736130], [0.624830, 5.201013, -4.504786], [1.844471, 4.095584, -3.828676], [0.370013, 3.442257, -4.595912], [0.239748, 3.491580, -2.274947], [2.030096, -9.246827, -2.207648], [3.312067, -9.402345, -2.812582], [1.720126, -10.217693, -1.828153], [2.076403, -8.537750, -1.377873], [1.296627, -8.898303, -2.938656], [3.576853, -8.539815, -3.144104], [0.345538, 8.381394, 2.556264], [0.090443, 6.982528, 2.577965], [1.248335, 8.564878, 3.133361], [0.500150, 8.731045, 1.532301], [-0.483746, 8.933526, 3.007160], [-0.706639, 6.818970, 2.066499], [-0.523680, -1.981769, -4.645629], [0.582705, -1.086665, -4.724922], [-1.332978, -1.573467, -5.242072], [-0.248729, -2.967302, -5.037638], [-0.858333, -2.074699, -3.612507], [1.284784, -1.462701, -4.189715], [-3.153702, 5.464601, -2.904142], [-2.080087, 6.393163, -2.937829], [-3.970266, 5.871515, -3.496775], [-2.840900, 4.507957, -3.331389], [-3.499215, 5.313014, -1.877573], [-1.362638, 6.012328, -2.415273], [5.280068, -11.948101, -2.734331], [4.714154, -13.260846, -2.713964], [6.267454, -12.003671, -2.281445], [5.375328, -11.592873, -3.763260], [4.659580, -11.256861, -2.168270], [3.844640, -13.202711, -3.116364], [-6.262598, 5.902003, -5.332907], [-6.894261, 5.004972, -4.424455], [-5.286598, 5.496205, -5.584000], [-6.854432, 6.000309, -6.247426], [-6.133972, 6.882764, -4.867399], [-7.754693, 5.368942, -4.204627], [-3.700506, -2.446373, -2.536956], [-3.377186, -1.471227, -3.522934], [-3.202435, -2.160857, -1.613908], [-4.779951, -2.482450, -2.364256], [-3.348526, -3.437098, -2.839612], [-3.818194, -1.725187, -4.337217]],
  "atomic_forces_ev_per_a": [[-0.01, -0.52, 0.16], [-1.53, 0.74, 0.29], [-0.80, 0.55, 0.45], [-0.20, 0.16, 0.07], [-0.52, -0.43, 0.22], [-0.19, 0.10, -0.10], [0.15, -0.53, -0.21], [0.26, 0.19, 0.06], [-1.19, -0.24, 0.33], [0.26, 0.17, 0.03], [0.89, 0.00, 0.38], [-0.34, 0.09, -0.24], [-0.19, -0.60, -0.32], [1.01, 0.43, -1.08], [-0.26, 0.09, 0.50], [0.52, -0.76, 0.27], [-1.46, 0.84, -0.64], [2.32, 1.81, -1.31], [-0.09, -0.57, 0.86], [-1.23, -2.57, 1.41], [0.93, 0.36, -0.19], [-0.29, 1.10, -0.76], [0.45, 0.10, 0.13], [-0.34, -0.08, 0.07], [0.18, -0.13, -0.09], [-0.15, 0.29, -0.14], [0.22, -0.75, -0.30], [1.24, 1.23, 0.11], [-1.23, -0.90, -0.30], [1.74, -0.36, -0.49], [0.22, -0.05, -0.05], [0.21, 0.04, 0.02], [-0.08, -0.05, -0.10], [0.25, 0.10, -0.09], [-0.35, 0.17, 0.20], [0.28, 0.30, 0.01], [-0.05, -0.15, -0.04], [0.05, 0.27, 0.02], [-0.01, 0.02, 0.12], [-0.08, 0.11, -0.13], [-0.19, 0.44, 0.26], [-0.29, -0.20, 0.55], [-0.33, -0.21, -0.09], [0.09, 0.11, -0.18], [0.06, -0.66, 0.10], [0.19, -0.20, 0.41], [-0.34, 0.05, -0.20], [-0.13, 0.35, -0.04], [0.10, -0.19, -0.04], [0.07, 0.02, -0.04], [-0.02, -0.13, 0.08], [0.09, -0.12, 0.10], [-0.06, 0.05, -0.04], [0.17, -0.13, -0.27], [-0.17, 0.18, 0.07], [0.00, -0.01, 0.00], [-0.07, 0.09, 0.07], [-0.03, 0.08, 0.11], [0.20, -0.26, 0.02], [-0.16, 0.18, 0.04], [0.28, -0.06, 0.15], [0.02, 0.04, -0.03], [0.01, -0.10, -0.03], [0.03, -0.08, -0.02], [-0.13, 0.07, -0.12], [-0.13, -0.20, -0.10], [0.09, 0.29, 0.02], [-0.05, -0.02, 0.04], [0.08, 0.09, 0.02], [0.07, 0.07, 0.05], [-0.11, -0.04, -0.09], [-0.12, -0.14, 0.36], [-0.07, 0.09, -0.23], [-0.05, 0.03, 0.04], [0.03, -0.03, -0.18], [0.12, 0.01, -0.11], [0.05, 0.12, 0.29], [0.18, 0.18, -0.11], [-0.20, -0.01, 0.03], [0.04, -0.02, -0.01], [-0.10, -0.03, 0.03], [-0.08, -0.03, 0.07], [0.04, 0.01, -0.03], [-0.16, -0.15, -0.14], [0.12, 0.16, 0.11], [0.01, -0.04, 0.01], [0.04, 0.08, 0.04], [0.06, 0.08, 0.01], [0.03, -0.18, -0.06], [0.40, -0.04, 0.16], [-0.05, -0.02, -0.23], [0.02, 0.09, 0.01], [-0.10, -0.02, 0.00], [-0.14, -0.06, -0.04], [-0.03, 0.03, 0.00], [0.38, 0.05, 0.05], [-0.14, 0.16, 0.10], [-0.01, 0.03, 0.01], [-0.12, -0.07, 0.06], [-0.12, -0.12, -0.05], [0.12, -0.17, -0.21], [-0.22, -0.23, -0.02], [0.17, -0.02, 0.03], [0.00, -0.09, -0.01], [0.06, 0.14, 0.05], [0.10, 0.14, -0.05], [-0.04, -0.01, 0.01], [-0.32, -0.02, 0.19], [0.14, -0.06, -0.09], [0.00, -0.05, 0.04], [0.10, 0.09, -0.06], [0.10, 0.05, -0.14], [-0.03, -0.02, 0.05], [-0.03, 0.07, -0.22], [-0.14, -0.03, 0.14], [0.04, 0.05, -0.02], [0.01, -0.06, 0.09], [-0.01, -0.04, 0.11], [-0.02, 0.05, -0.04]],
  "mulliken_charge": [-0.990, -0.305, 1.722, -0.689, -0.549, 0.113, -0.546, -0.544, -1.654, 0.206, -0.083, -0.643, -0.402, 0.516, -0.559, -0.718, -1.318, 0.549, -0.241, 1.417, -0.730, -0.619, 0.490, -0.212, -0.056, -0.255, -0.622, 0.210, 0.040, 0.578, 0.783, 0.186, 0.327, 0.559, 0.293, 0.332, 0.654, 0.490, 0.442, 0.110, 0.254, -0.119, -0.057, 0.120, -0.078, 0.525, 0.133, -0.465, -0.521, 0.144, 0.294, 0.235, 0.312, -0.565, -0.526, 0.215, 0.227, 0.246, 0.389, -0.623, -0.349, 0.198, 0.298, 0.247, 0.246, -0.758, -0.190, 0.272, 0.252, 0.337, 0.100, -0.600, -0.377, 0.279, 0.151, 0.313, 0.199, -0.571, -0.424, 0.214, 0.274, 0.279, 0.249, -0.647, -0.379, 0.234, 0.265, 0.270, 0.245, -0.409, -0.516, 0.183, 0.316, 0.139, 0.276, -0.146, -0.553, -0.080, 0.222, 0.231, 0.314, -0.422, -0.532, 0.283, 0.219, 0.142, 0.290, -0.551, -0.496, 0.205, 0.292, 0.255, 0.288, -0.465, -0.451, 0.084, 0.303, 0.274, 0.258],
  "homo_ev": -4.76,
  "orbital_gap_ev": 6.792,
  "total_charge": -1,
  "lumo_energy_ev": 2.03
}

No. 2
{
  "formula": "C26H23ClEuIN2O6S2",
  "method": "ωB97M-V/def2-TZVPD",
  "species": ["Eu", "O", "C", "C", "C", "C", "C", "C", "N", "H", "H", "H", "H", "H", "H", "H", "C", "O", "C", "C", "C", "C", "C", "C", "O", "C", "O", "C", "H", "H", "H", "H", "H", "H", "H", "H", "H", "Cl", "C", "C", "C", "I", "C", "O", "C", "N", "C", "C", "C", "C", "H", "H", "H", "H", "C", "O", "C", "S", "S", "H", "H", "H"],
  "xyz": [[0.309946, -1.003950, 0.282949], [-1.644309, -2.144946, -0.588923], [-2.078890, -3.518509, -0.924230], [-1.308528, -4.399246, -0.111155], [-1.640877, -5.781243, -0.112753], [-0.848086, -6.600755, 0.646798], [0.315351, -6.111670, 1.259381], [0.597284, -4.740295, 1.157980], [-0.264674, -3.891881, 0.583200], [-2.360338, -1.597938, -0.959910], [-2.027624, -3.711616, -2.010869], [-3.239566, -3.612108, -0.786817], [-2.471662, -6.131355, -0.685921], [-1.105551, -7.638536, 0.802361], [1.088277, -6.796982, 1.738132], [1.516738, -4.331077, 1.599677], [-2.449604, 5.962191, -2.514443], [-2.721450, 4.522727, -2.419849], [-1.660344, 3.631245, -2.405309], [-0.505165, 3.816678, -3.161620], [0.453568, 2.825663, -3.165650], [0.164610, 1.644913, -2.517111], [1.363217, 0.830849, -2.318870], [2.248543, 0.605522, -3.491143], [1.620000, 0.340018, -1.206893], [-0.975567, 1.413983, -1.641651], [-1.173342, 0.395624, -0.981049], [-1.870147, 2.502135, -1.627008], [-3.252350, 6.465029, -1.987293], [-2.466191, 6.299338, -3.595979], [-1.545636, 6.241629, -1.993782], [-0.326998, 4.651925, -3.815348], [1.317049, 2.858188, -3.836602], [3.253189, 1.003657, -3.280463], [1.861691, 0.892820, -4.511432], [2.484497, -0.538544, -3.518287], [-2.811742, 2.340931, -1.113473], [-2.855283, 3.978348, 4.178199], [-2.096799, 2.457927, 3.969234], [-2.661677, 1.300399, 4.571323], [-2.211370, 0.032372, 4.148032], [-3.005467, -1.618652, 4.951903], [-1.239873, -0.134504, 3.042791], [-0.969971, -1.225810, 2.437907], [-0.461081, 1.101734, 2.797233], [0.671566, 0.892455, 2.066943], [1.264361, 1.966596, 1.551219], [0.967008, 3.288968, 1.930563], [-0.089396, 3.447672, 2.824091], [-0.871971, 2.402070, 3.184783], [-3.407582, 1.481277, 5.329202], [2.027716, 1.804293, 0.734362], [1.655536, 4.105738, 1.729827], [-0.333004, 4.461460, 3.169067], [5.532903, -2.005836, 0.203956], [4.497542, -1.758096, -0.739098], [3.312209, -2.063599, -0.190388], [2.932956, -1.883098, 1.444497], [2.195655, -2.556910, -1.376741], [6.415187, -2.281892, -0.416656], [5.175673, -2.775208, 0.885631], [5.709839, -1.112118, 0.785471]],
  "atomic_forces_ev_per_a": [[0.07, -0.83, 0.93], [-2.41, -1.83, -1.62], [-2.79, 3.18, -0.72], [1.68, -2.61, 1.65], [0.95, 1.66, 0.51], [0.76, -0.52, 0.65], [1.03, -0.08, 0.00], [-0.58, -0.87, 0.41], [-0.28, -0.42, -0.96], [0.78, 0.41, 0.29], [0.75, 0.09, 0.30], [1.94, 0.14, 0.42], [-0.45, -0.22, -0.13], [0.00, -0.18, -0.25], [-1.38, 0.95, -0.54], [-0.54, 0.08, -0.27], [-0.50, -1.15, -1.06], [0.44, 1.33, 0.05], [-0.68, 0.14, 0.41], [0.58, 0.63, -0.41], [-1.40, -0.20, -0.93], [1.37, -1.23, 1.52], [-0.97, -0.40, 0.65], [1.50, -2.28, -1.00], [0.58, 0.87, -1.37], [0.71, 3.18, -1.88], [-0.43, -2.25, 1.16], [-0.58, 0.15, -0.63], [-0.34, -0.12, -0.05], [0.28, -0.37, 1.19], [0.54, -0.13, -0.15], [-0.34, 0.50, 0.10], [-0.20, 0.32, 0.49], [-0.29, 0.20, -0.27], [0.36, -0.08, 1.37], [-0.64, 1.78, 0.14], [0.06, 0.37, 0.15], [-0.31, 0.84, 0.39], [0.71, -1.77, 0.45], [1.77, 1.62, -1.87], [1.47, 1.15, -1.91], [-0.67, -1.40, 0.58], [-0.57, -0.01, 1.74], [-0.45, 1.29, 0.85], [0.40, -0.87, -0.43], [-0.70, 1.36, -1.11], [1.14, -0.20, -0.70], [-0.45, -0.63, 1.37], [1.48, 2.66, -1.27], [-2.69, -2.58, 1.29], [-0.29, -0.38, -0.08], [-0.64, -0.08, 1.28], [-0.36, -0.11, -0.42], [0.04, -0.48, -0.05], [1.03, 0.13, -0.70], [0.17, -0.46, 0.96], [-1.81, 0.04, -1.50], [0.41, 0.01, 0.04], [0.27, -0.46, 0.08], [-0.46, 0.09, 0.71], [0.65, -0.21, -0.04], [0.30, 0.24, 0.19]],
  "mulliken_charge": [0.886, -0.200, -0.477, 0.539, -1.106, -0.186, -0.733, -0.197, 0.309, 0.213, 0.306, 0.292, 0.470, 0.382, 0.284, 0.253, -0.814, -0.454, 0.441, -0.625, -1.123, 0.528, 0.914, -1.345, -0.379, -0.256, -0.587, -0.003, 0.269, 0.261, 0.365, 0.357, 0.316, 0.370, 0.407, 0.226, 0.433, -0.303, 0.388, -0.689, -0.524, 0.034, 0.685, -0.591, 0.320, -0.451, 0.213, -0.990, -0.459, 0.203, 0.367, 0.294, 0.410, 0.342, -0.796, -0.271, 0.483, -0.402, -0.508, 0.220, 0.398, 0.290],
  "homo_ev": [-3.05, -4.06],
  "orbital_gap_ev": [5.417, 6.422],
  "total_charge": -1,
  "lumo_energy_ev": [2.37, 2.36],
  "spin_multiplicity": 8
}